Density functional theory data (ωB97M-V/def2-TZVPD) for C25H28Cl2N2O4Zr as an isolated structure.

Geometry as XYZ:
```
62
Properties=species:S:1:pos:R:3:forces:R:3:mulliken_charge:R:1
O -1.31682 1.12899 0.41760 -1.39 0.83 0.95 -0.718
H -4.26502 0.69983 4.82059 0.17 -0.11 0.22 0.382
O -1.01680 -2.00719 0.77233 -0.62 -0.40 0.27 -0.730
C 0.31968 -1.14540 -2.02156 -0.49 1.17 -0.34 0.275
C -1.05320 -0.67981 -2.05965 1.06 0.87 -0.17 0.761
H 1.71585 -2.68293 -1.55819 -0.20 -0.10 -0.10 0.353
H 4.33074 -1.76333 5.70538 -0.10 0.28 0.10 0.394
O 0.58427 2.79543 2.08218 -0.21 -0.71 1.06 -0.709
H 4.78215 -0.39246 7.76431 -0.24 0.10 -0.24 0.346
H -3.08131 1.12564 -1.83867 0.07 0.18 -0.08 0.368
H 3.11847 0.77116 -1.82788 0.14 -0.20 -0.20 0.176
C 1.60682 0.26452 5.61679 -0.19 -0.13 0.08 -0.881
C 3.65253 -0.96415 6.00652 -0.19 0.30 -0.03 -0.861
Cl 2.29306 -1.05343 0.66736 -0.08 -0.29 0.21 -0.490
O 0.02615 -1.56427 3.46983 0.44 1.41 0.73 -0.713
H 2.85785 0.19053 -3.51059 -0.08 -0.05 0.22 0.302
H 0.02233 -3.20940 -1.55502 0.20 0.04 -0.12 0.301
H 2.32506 -1.28677 4.31770 0.12 0.07 0.28 0.446
C 0.26555 -0.34955 3.52594 -0.16 -0.13 -1.19 -0.597
C 0.33959 0.51666 4.81307 0.62 0.14 -0.06 3.107
N 0.39825 0.47871 2.45931 -0.35 -0.13 0.18 0.329
C -2.21692 1.62186 -2.29591 -0.17 0.23 0.20 -1.686
H 0.96057 2.83507 -3.47704 0.01 0.05 0.13 0.268
C 2.62952 0.00293 -2.44697 0.49 0.13 0.51 -1.492
H -1.91109 1.74748 0.87667 0.90 -0.55 -0.27 0.109
H -2.03622 1.10430 3.84430 0.06 -0.17 0.28 0.374
Cl 4.59747 1.57571 0.44446 0.28 0.26 -0.09 -0.940
C 0.81049 2.56463 -2.42014 0.24 0.30 0.09 -1.689
C -1.02623 0.74379 -2.22708 1.17 -1.28 -0.19 0.614
C 0.48421 1.83402 2.82128 0.07 -0.91 0.45 -0.171
H 0.55215 2.71445 4.71656 0.05 -0.63 0.02 0.240
H -2.37694 -0.98371 8.34233 -0.12 0.10 -0.25 0.366
C -3.47797 -0.16178 6.66009 0.12 -0.03 -0.02 -0.395
H -4.45966 -0.33734 7.10818 0.30 0.05 -0.15 0.346
N 0.39294 1.83495 4.23287 -0.05 1.41 -1.09 0.100
H 3.07058 -0.95245 -2.14476 0.00 0.17 -0.12 0.307
C -0.96549 0.28698 5.53281 -0.09 -0.08 0.29 -0.232
H 1.76736 2.69113 -1.89295 -0.25 0.13 -0.13 0.381
C -2.28169 -1.51837 -2.03545 -0.28 -0.19 0.14 -1.711
C 1.86235 1.05517 6.74054 0.54 -0.29 0.25 0.042
Zr -0.04808 -0.36937 0.40651 0.84 0.41 -2.06 1.443
H -2.09759 -2.45275 -1.49057 -0.14 0.17 -0.12 0.263
H 3.20786 1.45332 8.37572 0.00 -0.19 -0.19 0.338
C 3.01321 0.82773 7.50324 -0.14 -0.04 -0.27 -0.815
H -2.65597 -1.76698 -3.04250 0.09 0.02 0.13 0.262
C -2.11679 0.64584 4.83177 -0.74 -0.03 0.32 -0.373
H -2.47723 1.88396 -3.33214 0.00 -0.01 0.12 0.272
H -1.49228 -2.51360 1.44145 0.45 0.39 -0.19 0.167
H 1.16544 1.84239 7.03573 0.13 -0.22 -0.09 0.347
C -2.32070 -0.52796 7.35252 0.07 0.10 -0.16 -0.832
C 2.51754 -0.71206 5.22421 0.20 -0.15 0.34 -0.139
C 1.16872 0.01093 -2.19638 -1.44 -0.40 0.19 1.134
C -3.37598 0.41986 5.38706 0.37 -0.05 0.19 -0.763
H 0.07140 3.25680 -1.99493 0.25 -0.01 -0.05 0.337
H 0.86890 -2.94282 -3.10382 -0.05 0.05 0.13 0.302
C -1.05760 -0.31262 6.78631 -0.40 0.12 -0.18 -0.263
H -2.02713 2.55150 -1.74465 -0.15 -0.08 -0.09 0.350
C 0.33827 1.16579 -2.27979 -0.78 -1.32 0.25 0.641
C 3.90441 -0.19227 7.14426 -0.23 -0.08 -0.04 -0.338
C 0.75217 -2.57115 -2.07182 0.21 -0.31 0.09 -1.804
H -3.08180 -0.97573 -1.51271 0.00 -0.25 -0.05 0.377
H -0.14631 -0.59691 7.31108 -0.28 0.01 -0.10 0.424
```
Positions in Å, forces in eV/Å.

**HOMO-LUMO gap**: 5.28 eV
**ΔE to the lowest compared entry with this formula, charge and spin**: 0.0 kJ/mol
**E_tot**: -63882.884 eV
**Net charge**: -2
**Molar mass**: 582.64 g/mol

***

Density functional theory data (ωB97M-V/def2-TZVPD) for C25H28Cl5O2Pd as an isolated structure.

Geometry as XYZ:
```
61
Properties=species:S:1:pos:R:3:forces:R:3:mulliken_charge:R:1
H -3.15059 -3.01451 1.78843 0.18 0.37 -0.07 0.497
C 1.86523 2.58838 3.72984 0.04 -1.11 0.45 -0.185
C 1.73954 2.24413 5.07557 -0.84 -0.62 -0.73 0.251
C -2.41793 -1.02948 0.93753 0.09 1.60 0.10 -0.227
C -0.22160 -1.62976 -3.80733 0.28 -0.74 -0.46 1.642
H 0.02220 2.43585 0.11580 -0.19 -0.36 -1.01 -0.263
O 1.96536 2.68100 -2.39696 -1.09 1.62 -0.29 -0.600
Cl 2.50404 3.20664 6.25584 0.08 0.23 0.67 -0.226
H 0.71577 -0.56324 -5.51404 -0.46 -0.19 -0.07 0.332
C -0.26243 -0.68841 -5.03202 -0.24 0.22 1.16 -0.872
C 1.61433 4.00025 -1.87227 -0.16 -0.74 0.26 -0.456
H 2.72735 -1.37660 1.77034 -0.29 -0.12 -0.01 0.467
H -1.29113 -3.08660 -2.74279 -0.16 -0.19 0.08 0.273
H -0.97333 1.88911 -1.23199 0.22 0.38 -0.39 0.196
H -0.52829 4.12292 -2.31267 0.20 -0.10 0.08 0.276
C -2.37963 0.29417 1.55279 0.25 -1.52 -0.77 -0.581
C 1.36320 1.71801 2.74834 0.87 0.96 1.43 1.788
H 1.48291 -1.77867 -0.62685 -0.08 0.18 0.14 0.400
C -1.46633 -2.47175 -3.62474 0.34 -0.29 0.28 -1.598
H -0.77296 -3.15619 -0.17321 0.15 0.07 0.36 0.521
H 1.90407 -1.80466 -3.40055 -0.09 0.08 -0.26 0.371
H -1.49087 0.80240 -3.97092 0.18 -0.14 0.33 0.250
C -2.84169 0.13329 2.90507 -0.34 -0.13 -0.54 -0.600
H -1.68009 -3.12949 -4.47757 0.03 0.22 0.14 0.329
H -0.11579 4.62004 -0.67764 0.07 -0.20 -0.05 0.400
C -0.08118 -2.83632 0.60666 0.87 -0.22 -0.12 -0.449
H -3.76062 -1.60409 3.97757 0.57 0.08 -0.35 0.414
H -2.92187 0.90727 3.67544 0.09 -0.26 -0.44 0.402
C 0.98608 1.10731 5.40710 -0.11 -0.01 -1.36 -0.055
C 1.78379 -1.89753 1.62313 -0.34 -0.43 -0.96 -0.768
H -2.30418 -1.81971 -3.37849 -0.12 -0.05 -0.32 0.409
C 1.10822 -2.05058 0.35199 0.33 -0.67 0.62 -1.290
H 0.27026 1.13135 -3.99077 -0.20 0.15 0.39 0.278
C 0.62121 0.59852 3.03125 -0.27 -0.55 -0.96 -2.006
C -0.03930 2.41400 -0.99564 0.72 0.71 0.50 0.465
Cl 2.83559 3.93173 3.33986 0.34 0.76 -0.32 -0.231
H 1.00754 0.79744 -2.11795 0.39 1.00 0.23 -0.468
Cl -0.49240 -1.06333 4.84405 -0.32 -0.45 0.29 -0.100
Cl 1.96890 2.04152 1.17986 0.42 -0.11 0.40 -0.344
H 1.96880 1.53755 -0.80827 -0.88 -0.56 -0.53 0.336
C 0.45078 0.28007 4.36638 0.59 1.73 1.00 1.422
H -1.09801 -0.80692 -5.72664 0.31 -0.17 0.03 0.330
C 0.12917 3.89357 -1.46076 -0.44 -0.03 -0.64 -0.839
H -2.32536 -1.17978 -0.14167 -0.26 -0.08 0.44 0.738
H 1.33673 -2.74610 -4.82935 -0.09 0.14 0.36 0.378
C 1.22570 1.75090 -1.59371 0.77 -0.97 0.71 0.628
C -0.05407 -3.25197 1.97450 0.85 -0.32 0.22 -0.242
H 0.99626 -3.28169 -3.16799 0.15 -0.17 0.09 0.406
Cl 0.63903 0.83431 7.05514 -0.04 -0.37 0.59 -0.233
Pd -0.14989 -0.59107 1.29774 -1.36 1.11 1.71 -0.252
H 1.41238 -2.86979 3.61052 -0.26 0.26 -0.28 0.584
H -0.74739 -3.95138 2.44337 0.11 0.44 -0.12 0.437
C -3.24732 -1.22112 3.08673 0.01 -0.28 -0.61 -0.703
O -0.28330 -0.55807 -2.77119 -0.16 0.10 -3.24 -0.433
H 2.17773 4.23899 -0.93576 0.05 -0.28 -0.74 0.213
C -0.49086 0.34984 -3.95271 0.09 1.15 0.70 -0.456
H -2.26917 1.18766 0.92948 0.03 -0.16 0.69 0.546
C 1.07316 -2.67705 2.59345 -0.11 -0.92 -0.54 -0.250
C 1.08935 -2.40795 -3.81027 -0.22 -0.38 0.54 -1.761
C -2.95306 -1.94980 1.91891 -0.54 0.71 0.82 -0.851
H 1.82592 4.75538 -2.64999 -0.07 -0.39 0.37 0.356
```
Positions in Å, forces in eV/Å.

**HOMO-LUMO gap (alpha / beta)**: 5.65 / 5.60 eV
**Multiplicity**: 3
**ΔE to the lowest compared entry with this formula, charge and spin**: 61.9 kJ/mol
**E_tot**: -96561.468 eV
**Net charge**: -1
**Molar mass**: 644.18 g/mol

***

ΔE to the lowest compared entry with this formula, charge and spin of number 2 (C25H28Cl5O2Pd)? 61.9 kJ/mol

***

Among the records above, which one has the lowest E_tot? C25H28Cl5O2Pd

***

Among the records above, which one has the lowest net charge? C25H28Cl2N2O4Zr

***

What is the formula in the first record? C25H28Cl2N2O4Zr